(1)
{"formula": "C12H16F12O14S4Zr", "method": "ωB97M-V/def2-TZVPD", "elements": ["Zr", "C", "F", "F", "F", "S", "O", "O", "O", "C", "F", "F", "F", "S", "O", "O", "O", "C", "F", "F", "F", "S", "O", "O", "O", "C", "F", "F", "F", "S", "O", "O", "O", "C", "C", "C", "O", "C", "H", "H", "H", "H", "H", "H", "H", "H", "C", "C", "C", "O", "C", "H", "H", "H", "H", "H", "H", "H", "H"], "xyz": [[-16.7508, -28.9735, 3.5705], [-18.8286, -25.5912, 5.5078], [-19.7554, -26.6283, 5.5996], [-19.2559, -24.5136, 4.8043], [-18.4932, -25.2993, 6.7941], [-17.2306, -26.2496, 4.6133], [-16.7625, -27.4482, 5.2655], [-17.5514, -26.9903, 3.3811], [-16.2271, -25.2226, 4.5428], [-13.1768, -27.0624, 5.3130], [-12.3841, -27.7924, 6.1113], [-14.1426, -26.6098, 6.0116], [-12.5286, -26.0548, 4.7458], [-13.9195, -28.2298, 3.9877], [-12.7940, -28.9258, 3.2672], [-14.8488, -29.1152, 4.6696], [-14.9857, -27.6383, 3.1850], [-20.8396, -28.5752, 2.4050], [-21.8934, -28.2685, 3.1119], [-21.3104, -29.1889, 1.2714], [-20.1231, -27.6040, 2.0718], [-19.5742, -29.7733, 3.2948], [-18.8092, -28.9815, 4.3232], [-20.2484, -30.9554, 3.7286], [-18.3258, -29.8894, 2.4848], [-16.3739, -32.8921, 1.9705], [-15.7712, -33.0102, 0.7906], [-17.6688, -32.5811, 1.7997], [-16.3278, -33.9836, 2.7162], [-15.5181, -31.5238, 2.9994], [-14.2031, -31.9386, 3.4942], [-15.5810, -30.2336, 2.2652], [-16.4659, -31.0184, 3.9900], [-18.2349, -31.1304, 7.9958], [-17.0318, -30.3952, 8.5539], [-16.2467, -29.9353, 7.3468], [-17.2535, -29.9029, 6.2586], [-18.2431, -30.8343, 6.5164], [-19.1194, -30.6449, 8.4080], [-18.2693, -32.2135, 8.1135], [-16.4376, -31.0146, 9.2258], [-17.2380, -29.5717, 9.2376], [-15.3942, -30.5414, 7.0403], [-15.7105, -29.0060, 7.5391], [-18.0738, -31.7458, 5.9431], [-19.2230, -30.4422, 6.2440], [-17.3470, -26.3316, -0.0813], [-17.7485, -27.5474, -0.9139], [-17.3888, -28.7180, 0.0073], [-16.7162, -28.1841, 1.1495], [-16.2427, -26.9026, 0.7319], [-18.1820, -26.0247, 0.5485], [-16.9877, -25.5363, -0.7344], [-17.2190, -27.7136, -1.8521], [-18.8238, -27.5748, -1.0906], [-16.7742, -29.4361, -0.5357], [-18.3181, -29.2022, 0.3076], [-15.3198, -27.0941, 0.1845], [-16.1176, -26.1574, 1.5175]], "forces_ev_per_angstrom": [[0.910, 1.311, 1.489], [0.777, -1.907, 0.046], [1.246, 2.494, -0.657], [-0.199, -1.264, 1.344], [-0.553, 0.391, -1.619], [1.923, -2.159, -0.763], [0.434, -0.074, 4.957], [-2.793, 4.277, -3.272], [-1.689, 0.904, 0.099], [0.135, -1.580, -1.542], [0.300, 0.339, -0.432], [-1.522, 0.941, 1.311], [0.513, -0.103, 0.024], [1.604, -3.461, -2.807], [-2.441, 2.858, 2.317], [1.695, -2.526, 3.962], [1.695, 3.687, -2.551], [0.170, -4.396, -0.114], [-0.294, 0.468, 0.756], [0.361, 0.151, 0.600], [1.260, 3.239, -0.834], [3.304, 1.088, 1.353], [-4.118, 0.178, 1.849], [-0.473, 0.330, -0.438], [-2.982, -2.240, -3.910], [-0.289, 1.635, 0.916], [-0.235, -0.509, 0.338], [0.895, -0.134, -0.237], [0.330, -0.603, -0.476], [1.842, 2.888, 1.125], [-2.576, -0.481, -1.517], [2.483, -1.295, -4.142], [-1.518, -4.617, 3.473], [-0.825, 0.419, 0.444], [1.124, -0.601, 0.921], [-0.327, -0.127, -0.986], [1.850, 1.350, 1.466], [-0.463, -0.555, -0.138], [-0.217, -0.535, 0.300], [0.118, 0.125, 0.593], [0.259, -0.452, -0.253], [-0.655, 0.315, -0.452], [-0.338, -0.864, -0.073], [-0.855, 0.694, -0.520], [0.086, -0.141, -0.249], [0.193, 0.143, -0.333], [-0.042, -0.478, -1.882], [-0.615, -0.490, 0.131], [-0.673, -0.172, -0.229], [-0.432, 0.579, -0.959], [0.141, 0.565, 0.700], [0.172, 0.182, 0.035], [-0.199, 0.341, 0.220], [0.014, 0.656, -0.100], [0.003, 0.099, -0.346], [0.264, -0.183, 0.268], [0.408, -0.221, 0.334], [0.175, 0.458, -0.170], [0.638, -0.937, 0.630]], "mulliken_spin": [0.66, 0.00, 0.00, 0.00, 0.00, 0.02, 0.03, 0.06, 0.00, 0.00, 0.00, 0.00, 0.00, 0.01, 0.00, 0.02, 0.02, 0.01, 0.00, 0.00, 0.00, 0.07, 0.01, 0.00, 0.02, 0.01, 0.00, 0.00, 0.00, 0.02, 0.00, -0.01, -0.01, 0.00, 0.00, 0.01, 0.01, 0.01, 0.00, 0.00, 0.00, 0.00, 0.00, 0.00, 0.00, 0.00, 0.00, 0.01, 0.01, -0.03, 0.01, 0.00, 0.00, 0.00, 0.00, 0.00, 0.01, 0.00, 0.00], "s2": 0.752, "e_tot_ha": -4358.47407, "spin_multiplicity": 2, "total_charge": -1}


(2)
{"formula": "C12H16F3N3O4SSe2Te2Ti", "method": "ωB97M-V/def2-TZVPD", "elements": ["Ti", "N", "C", "C", "O", "N", "C", "C", "O", "O", "H", "H", "H", "H", "H", "H", "Se", "Te", "Te", "Se", "C", "S", "C", "O", "H", "H", "H", "H", "H", "H", "F", "C", "F", "F", "C", "C", "C", "N", "C", "C", "H", "H", "H", "H"], "xyz": [[-1.6814, -0.3207, 1.0778], [-2.6513, -2.5569, 1.7429], [-1.5176, -3.4926, 1.6856], [-0.2492, -2.7868, 2.0587], [0.6971, -3.3622, 2.5516], [-0.2652, -1.4381, 1.7692], [0.9575, -0.7284, 2.1437], [0.8234, 0.7067, 1.6992], [1.7171, 1.5024, 1.7266], [-0.4090, 0.9813, 1.2333], [-2.9168, -2.4232, 2.7116], [-3.4425, -2.9660, 1.2674], [-1.4141, -3.8419, 0.6595], [-1.6247, -4.3580, 2.3317], [1.8408, -1.1702, 1.6901], [1.1158, -0.7468, 3.2213], [-2.1678, -1.4140, -1.1193], [-4.6024, -1.0741, -0.5514], [-4.9413, -0.0536, 2.0460], [-2.7482, 0.2806, 3.2329], [-1.5572, 3.6076, -0.1449], [-2.9138, 2.5350, -0.5940], [-2.3220, 2.0687, -2.2049], [-2.7443, 1.3143, 0.2636], [-1.8001, 4.6186, -0.4769], [-0.6390, 3.2514, -0.6055], [-1.4702, 3.5702, 0.9389], [-2.0986, 2.9805, -2.7653], [-3.1037, 1.4995, -2.7002], [-1.4323, 1.4550, -2.0576], [5.5159, -1.1723, -1.3289], [5.0470, -0.0562, -1.9060], [5.3006, -0.1571, -3.2229], [5.7614, 0.9755, -1.4405], [3.5746, 0.1200, -1.6614], [3.0378, 1.3742, -1.4500], [1.6622, 1.4772, -1.3026], [0.8338, 0.4372, -1.3481], [1.3798, -0.7686, -1.5397], [2.7359, -0.9802, -1.7044], [3.6695, 2.2488, -1.3828], [1.2217, 2.4500, -1.1200], [0.6931, -1.6082, -1.5663], [3.1277, -1.9783, -1.8578]], "forces_ev_per_angstrom": [[-1.810, -0.765, 0.100], [0.814, 0.030, 0.224], [-0.301, 0.008, -0.082], [0.063, 0.465, -0.049], [0.135, -0.051, 0.010], [0.899, 0.175, 0.197], [-0.279, -0.167, -0.110], [-0.168, -0.244, -0.163], [0.065, 0.333, 0.028], [1.306, 0.290, 0.237], [-0.104, 0.106, 0.110], [-0.202, 0.149, -0.231], [0.009, -0.030, -0.102], [-0.079, -0.125, 0.096], [0.140, -0.042, -0.065], [0.031, -0.046, 0.149], [-0.206, 0.029, -0.229], [-0.047, -0.163, -0.277], [-0.205, -0.038, 0.243], [-0.380, 0.061, 0.028], [0.068, 0.171, -0.040], [0.042, 0.125, 0.063], [0.040, 0.077, -0.195], [0.011, -0.132, 0.175], [0.040, -0.060, 0.008], [-0.005, 0.004, 0.119], [-0.026, 0.021, -0.001], [-0.050, -0.081, 0.037], [-0.002, -0.057, -0.027], [0.057, 0.000, -0.046], [0.026, -0.024, 0.021], [-0.019, -0.016, 0.060], [0.040, -0.003, -0.078], [0.061, 0.034, 0.017], [-0.004, 0.050, -0.031], [0.009, 0.041, 0.006], [0.037, -0.098, 0.007], [0.258, -0.048, -0.234], [-0.197, 0.110, 0.007], [0.034, -0.121, 0.016], [-0.038, -0.006, -0.019], [-0.011, -0.031, 0.006], [-0.009, 0.009, 0.000], [-0.044, 0.058, 0.015]], "mulliken_charge": [0.05, -0.20, -0.60, 0.39, -0.66, 0.53, -0.60, 0.25, -0.63, -0.41, 0.29, 0.23, 0.27, 0.38, 0.39, 0.47, -0.34, -0.22, -0.05, -0.38, -0.42, 0.31, -0.62, 0.54, 0.48, -0.20, 0.26, 0.42, 0.32, 0.00, -0.26, 0.80, -0.25, -0.27, 0.30, -0.63, -0.09, 0.06, -0.27, -0.94, 0.48, 0.11, 0.28, 0.44], "e_tot_ha": -7818.43593, "total_charge": 0}